1.
{
  "formula": "C9H14N3",
  "method": "ωB97M-V/def2-TZVPD",
  "energy_ev": -14019.9709,
  "charge": 1,
  "gap_ev": 8.397,
  "smiles": "C[C@@H]1CCCC[C@@H]1N=[N+]=CC#N",
  "symbols": ["C", "C", "C", "C", "C", "C", "C", "C", "C", "N", "N", "N", "H", "H", "H", "H", "H", "H", "H", "H", "H", "H", "H", "H", "H", "H"],
  "coordinates": [[4.035, 0.412, -0.169], [3.816, -0.987, -0.085], [-2.505, 0.283, -0.085], [-2.164, -1.198, -0.188], [-1.456, 1.101, -0.832], [-0.790, -1.471, 0.398], [-0.037, 0.889, -0.312], [0.284, -0.662, -0.364], [0.193, 1.483, 1.070], [2.577, -1.197, -0.002], [3.880, 1.543, -0.143], [1.495, -0.821, 0.267], [4.575, -1.748, -0.075], [-3.484, 0.470, -0.524], [-2.553, 0.582, 0.962], [-2.895, -1.789, 0.363], [-2.201, -1.517, -1.232], [-1.500, 0.856, -1.894], [-1.682, 2.163, -0.725], [-0.770, -1.203, 1.454], [-0.550, -2.532, 0.309], [0.663, 1.356, -1.013], [0.316, -0.959, -1.422], [-0.431, 1.020, 1.827], [-0.047, 2.544, 1.039], [1.233, 1.382, 1.374]]
}



2.
{
  "formula": "C9H14N3O",
  "method": "ωB97M-V/def2-TZVPD",
  "energy_ev": -16066.5882,
  "charge": 1,
  "gap_ev": 8.556,
  "smiles": "N#CCCC/C=N/C=C\\C=C(/[NH3+])O",
  "symbols": ["C", "C", "C", "C", "C", "C", "C", "C", "C", "N", "N", "N", "O", "H", "H", "H", "H", "H", "H", "H", "H", "H", "H", "H", "H", "H", "H"],
  "coordinates": [[-4.245, 0.113, -0.312], [2.515, 1.817, -0.437], [2.476, 0.618, -1.185], [1.500, 2.348, 0.289], [-0.142, 0.561, 0.034], [1.955, -0.458, -0.535], [-3.559, -0.879, -0.989], [-1.457, 0.510, -0.710], [-2.092, -0.869, -0.610], [-4.730, 1.013, 0.162], [0.403, 1.694, 0.396], [2.299, -0.392, 0.881], [1.619, -1.695, -0.966], [3.290, 2.482, -0.787], [2.425, 0.560, -2.246], [1.689, 3.319, 0.760], [0.195, -0.298, 0.548], [-3.756, -0.707, -1.982], [-4.129, -1.872, -0.775], [-1.974, 1.361, -0.323], [-1.340, 0.771, -1.757], [-2.056, -1.077, 0.473], [-1.515, -1.564, -1.289], [1.569, -0.446, 1.677], [2.881, 0.579, 0.982], [2.797, -1.327, 1.178], [1.573, -1.619, -1.930]]
}



3.
{
  "formula": "C9H14N3O",
  "method": "ωB97M-V/def2-TZVPD",
  "energy_ev": -16069.3025,
  "charge": 1,
  "gap_ev": 8.429,
  "symbols": ["C", "C", "C", "C", "C", "C", "C", "C", "C", "N", "N", "N", "O", "H", "H", "H", "H", "H", "H", "H", "H", "H", "H", "H", "H", "H", "H"],
  "coordinates": [[-3.019, -1.276, 1.102], [-2.987, 0.011, 1.520], [-2.074, -1.874, 0.355], [-1.848, 0.777, 1.230], [-0.974, -1.110, -0.051], [-0.798, 0.232, 0.514], [0.329, -1.654, -0.542], [0.429, 0.924, 0.194], [1.414, -0.639, -0.985], [1.146, 1.423, 1.308], [2.714, -0.924, -0.639], [0.219, 1.911, -0.943], [1.290, -0.136, -2.254], [-3.814, -1.784, 1.669], [-3.813, 0.364, 2.133], [-2.043, -2.939, -0.085], [-1.597, 1.764, 1.719], [0.796, -2.301, 0.249], [0.213, -2.331, -1.349], [1.673, 2.341, 1.122], [0.491, 1.610, 2.092], [2.749, -1.257, 0.349], [3.455, -0.498, -1.105], [0.856, 2.694, -1.021], [-0.713, 2.313, -0.896], [0.410, 1.249, -1.868], [2.046, -0.401, -2.887]]
}



4.
{
  "formula": "C9H14N4O",
  "method": "ωB97M-V/def2-TZVPD",
  "energy_ev": -17567.6446,
  "gap_ev": 9.253,
  "smiles": "Cc1nnc(NC2=NCCCCC2)o1",
  "symbols": ["C", "C", "N", "N", "C", "N", "C", "N", "C", "C", "C", "C", "H", "H", "C", "H", "H", "H", "H", "H", "H", "H", "H", "H", "O", "H", "H", "H"],
  "coordinates": [[-5.421, -0.351, -0.311], [-3.999, -0.039, -0.058], [-3.479, 1.079, 0.303], [-2.140, 0.898, 0.415], [-1.907, -0.343, 0.110], [-0.752, -1.040, 0.060], [0.551, -0.648, 0.328], [1.402, -1.579, 0.206], [2.803, -1.338, 0.424], [3.424, -0.353, -0.573], [3.151, 1.111, -0.238], [1.676, 1.498, -0.322], [1.589, 2.574, -0.155], [1.296, 1.288, -1.324], [0.802, 0.780, 0.713], [-0.151, 1.298, 0.814], [1.314, 0.789, 1.680], [3.717, 1.738, -0.932], [3.519, 1.322, 0.769], [3.042, -0.582, -1.570], [4.504, -0.514, -0.583], [3.290, -2.312, 0.319], [2.981, -0.977, 1.446], [-0.838, -2.016, -0.199], [-3.047, -1.011, -0.206], [-5.812, 0.305, -1.086], [-6.002, -0.188, 0.594], [-5.513, -1.387, -0.624]]
}



Record-wise E_LUMO values, in eV: -6.35; -3.77; -2.96; 0.83